No. 1
Density functional theory data (the ωB97M-V functional and the def2-TZVPD basis) for C27H27N5OS4SbTc as an isolated structure in a non-equilibrium geometry.

Structure (XYZ):
```
66
Properties=species:S:1:pos:R:3:nbo_charge:R:1
Sb -2.526 4.659 2.108 1.3397
Tc -0.097 1.195 -0.389 0.8258
S -0.274 5.311 1.413 -0.3071
S -1.269 3.517 -1.014 0.1030
S -3.115 3.836 -0.103 -0.2965
S -0.416 5.327 -0.639 0.1323
O -1.886 2.880 2.919 -0.7971
N -1.887 0.353 -1.071 -0.4565
N 0.809 -0.716 -0.356 -0.4180
N 1.346 1.455 -1.666 -0.4770
N 1.077 1.772 1.268 -0.3876
N -1.429 1.344 1.254 -0.4809
C -4.224 0.018 -0.799 -0.2418
C -0.841 -3.339 1.722 -0.1978
C 1.156 -3.668 -2.873 -0.5950
C 1.011 2.776 3.439 -0.1986
C -1.314 -4.191 0.734 -0.1773
C 2.399 2.747 3.499 -0.1156
C 0.507 -1.400 2.516 -0.4129
C 0.396 2.293 2.311 0.1288
C 1.895 -0.781 -1.043 0.1430
C 1.997 -1.693 2.719 -0.5993
C -2.993 0.393 -0.301 0.3202
C -1.007 -3.934 -0.587 -0.1975
C -1.076 2.172 2.163 0.6145
C -0.096 -2.213 1.402 -0.0125
C 1.853 2.492 -2.440 -0.0164
C 3.102 2.245 2.420 -0.2047
C 3.322 0.785 -2.543 -0.1727
C -0.257 -2.819 -0.957 -0.0137
C -3.186 -0.431 -2.905 -0.2195
C -2.778 0.799 1.125 -0.2946
C 0.095 -2.663 -2.420 -0.4310
C 3.043 2.118 -2.987 -0.2574
C -1.983 -0.062 -2.347 0.0546
C 2.411 1.761 1.320 0.0783
C -4.325 -0.396 -2.116 -0.1076
C 2.292 0.414 -1.732 0.0352
C 0.157 -1.945 0.048 0.0701
H -0.812 -2.814 -3.009 0.2232
H -1.034 -3.561 2.764 0.2257
H -1.894 -5.064 0.999 0.2356
H 0.362 -0.345 2.323 0.1857
H 3.653 2.711 -3.646 0.2543
H 4.180 0.187 -2.808 0.2512
H 0.806 -4.691 -2.733 0.2253
H 2.931 1.377 0.454 0.2340
H 0.447 -1.655 -2.644 0.1920
H 4.182 2.216 2.417 0.2566
H 2.920 3.117 4.371 0.2543
H 2.438 -1.718 -1.138 0.2319
H 1.393 -3.534 -3.927 0.2271
H 2.581 -1.440 1.832 0.1922
H -3.554 1.475 1.477 0.2387
H 2.396 -1.127 3.562 0.2176
H -3.221 -0.745 -3.938 0.2553
H 1.320 3.422 -2.556 0.2204
H -2.810 -0.101 1.749 0.2573
H -5.092 0.048 -0.154 0.2480
H -5.283 -0.688 -2.524 0.2523
H 0.407 3.151 4.255 0.2565
H -1.344 -4.614 -1.360 0.2258
H -1.066 -0.075 -2.917 0.2313
H 2.079 -3.563 -2.299 0.1973
H -0.029 -1.627 3.439 0.2224
H 2.155 -2.752 2.923 0.2292
```

- Net charge: +2
- E_HOMO (alpha / beta): -13.6 / -13.6 eV
- DFT total energy: -90002.010 eV
- Relative energy (zero: lowest compared OMol25 entry of this formula, charge and spin): 0.0 kJ/mol

=====

No. 2
Density functional theory data (the ωB97M-V functional and the def2-TZVPD basis) for C27H28BF4N7OSr as an isolated structure in a non-equilibrium geometry.

Structure (XYZ):
```
69
Properties=species:S:1:pos:R:3:nbo_charge:R:1
Sr -0.898 -1.225 -1.148 1.8223
F -3.757 -4.066 -2.677 -0.5401
F -1.730 -2.818 -2.916 -0.6062
F -2.286 -4.060 -0.932 -0.5546
F -3.181 -2.010 -1.521 -0.6188
O 1.439 -1.116 -1.856 -0.7858
N -1.153 0.641 1.649 -0.1255
N -1.710 1.005 -2.103 -0.7403
N 2.738 0.026 -0.375 -0.8452
N -1.412 -1.809 1.200 -0.7467
N -1.424 0.807 0.432 -0.3069
N 0.615 -0.854 1.753 -0.8231
N 3.319 -0.094 -2.677 -0.6355
C 3.552 -1.194 4.835 -0.3018
C 2.134 -3.163 1.931 -0.6263
C -2.233 -1.651 3.883 -0.2091
C -2.650 -2.692 3.054 -0.4890
C -2.929 3.140 -2.003 -0.2833
C 2.507 -0.464 -1.630 0.8001
C -1.159 1.139 -3.339 0.1952
C 1.694 0.060 3.786 -0.0878
C -0.332 2.253 -3.628 -0.3038
C -2.242 -2.698 1.736 0.0808
C -3.363 3.871 0.181 -0.2879
C 2.741 -0.039 4.739 -0.2289
C -3.583 4.041 -1.201 -0.2158
C 2.360 -2.034 2.919 -0.0983
C -1.236 -0.810 3.448 -0.3150
C 1.433 -0.986 2.812 0.3067
C -2.090 2.117 -1.445 0.2108
C -1.927 2.008 -0.011 0.0342
C -0.250 1.667 -5.937 -0.3176
C -1.406 0.217 -4.410 -0.2875
C 1.001 1.406 3.753 -0.6630
C -1.005 0.528 -5.692 -0.2113
C -2.637 2.873 0.792 -0.1995
C 4.285 1.011 -2.576 -0.4046
C 0.071 2.541 -4.928 -0.2112
C -0.759 -0.765 1.980 0.3052
C 3.357 -2.148 3.851 -0.2325
B -2.775 -3.376 -2.050 1.3582
H 1.047 -3.365 1.847 0.2498
H 0.977 1.777 4.802 0.1829
H -3.823 4.626 0.816 0.1739
H -2.511 2.823 1.895 0.2242
H -1.981 -0.671 -4.210 0.2259
H 2.049 -0.326 0.272 0.4635
H -0.067 1.360 3.403 0.2663
H 2.996 -0.512 -3.549 0.4158
H -2.545 -1.511 4.904 0.1775
H 0.092 2.817 -2.799 0.2091
H 2.530 -2.809 0.939 0.1958
H 2.881 0.808 5.422 0.1777
H -2.603 -3.461 1.057 0.1917
H -3.022 3.136 -3.038 0.1997
H -1.152 -0.196 -6.504 0.1928
H 1.470 2.124 3.116 0.1998
H 0.001 1.856 -7.011 0.1800
H -3.371 -3.432 3.380 0.1761
H 4.304 -1.224 5.608 0.1824
H 5.283 0.742 -2.966 0.1844
H 3.922 -3.056 3.818 0.1799
H 0.747 3.328 -5.108 0.1859
H -4.300 4.776 -1.460 0.1916
H 4.344 1.313 -1.542 0.2093
H 2.650 -4.063 2.269 0.1774
H -0.667 -0.238 4.220 0.1918
H 3.698 0.243 -0.077 0.3841
H 3.934 1.856 -3.188 0.2000
```

- Net charge: -2
- E_HOMO: -0.2 eV
- DFT total energy: -53321.287 eV
- Relative energy (zero: lowest compared OMol25 entry of this formula, charge and spin): 63.1 kJ/mol

=====

No. 3
Density functional theory data (the ωB97M-V functional and the def2-TZVPD basis) for C27H28Br2CrN4O5 as an isolated structure.

Structure (XYZ):
```
67
Properties=species:S:1:pos:R:3:lowdin_spin:R:1
Br -0.607 2.448 -1.894 0.0022
Br 1.267 -0.050 -2.430 -0.0037
Cr 0.088 0.231 -0.144 1.0289
O 0.179 3.029 1.957 0.0004
O -1.723 0.901 3.282 -0.0011
O -1.770 -0.329 -1.020 0.0045
O 1.697 -2.897 3.752 -0.0003
O 5.422 1.072 4.080 0.0000
N 2.688 1.405 2.846 0.0002
N 1.704 -0.639 2.532 -0.0049
N 1.523 0.987 0.873 -0.0027
N -1.536 0.453 1.019 -0.0052
C 3.066 3.889 -0.886 0.0001
C -2.326 -0.059 0.089 0.0035
C 1.340 4.690 0.607 -0.0004
C -3.741 -0.267 0.531 0.0003
C -2.215 0.580 2.234 0.0002
C 3.286 0.664 6.943 -0.0001
C 0.388 -1.543 0.655 -0.0246
C -0.193 -3.893 0.759 -0.0016
C 4.383 0.771 6.117 0.0000
C 0.427 -4.017 2.006 -0.0006
C -3.686 0.227 1.985 -0.0003
C 2.953 1.173 4.234 0.0001
C 1.999 0.821 6.429 0.0000
C 1.091 3.388 1.032 0.0017
C 2.318 4.930 -0.355 0.0025
C 2.820 2.593 -0.453 0.0024
C -0.212 -2.686 0.092 -0.0006
C 1.017 -1.684 1.878 -0.0047
C 0.028 1.213 -3.225 0.0004
C 1.835 2.336 0.486 0.0040
C 1.848 1.083 5.086 -0.0001
C 1.948 0.583 2.086 0.0014
C 5.546 1.539 2.743 0.0000
C -0.588 4.044 2.601 0.0000
C 1.039 -2.914 2.560 -0.0014
C 4.244 1.023 4.749 0.0000
C 1.709 -4.103 4.511 -0.0001
H 2.877 2.313 2.452 0.0000
H -4.290 1.116 2.157 0.0001
H -1.184 4.602 1.875 0.0000
H 1.130 0.752 7.070 0.0000
H 3.390 1.761 -0.848 0.0001
H -4.424 0.291 -0.109 0.0002
H 2.260 -3.889 5.421 0.0000
H 0.783 5.516 1.023 -0.0001
H 2.212 -4.899 3.961 0.0000
H 0.860 1.222 4.657 0.0000
H 0.691 -4.408 4.758 0.0000
H 5.166 2.559 2.641 0.0000
H -0.665 -4.761 0.316 -0.0001
H -3.993 -1.323 0.435 0.0000
H 2.499 5.947 -0.679 0.0001
H 5.054 0.879 2.031 0.0000
H -1.245 3.520 3.288 0.0000
H 0.554 1.754 -3.999 -0.0001
H -0.811 0.635 -3.586 0.0000
H 0.060 4.730 3.148 0.0000
H 5.390 0.657 6.499 0.0000
H 0.427 -4.965 2.521 0.0000
H -0.704 -2.620 -0.870 -0.0005
H 3.833 4.082 -1.624 0.0000
H 3.431 0.463 7.996 0.0000
H 6.612 1.550 2.539 0.0000
H -3.994 -0.522 2.712 -0.0002
H 2.088 -0.882 3.438 -0.0001
```

- Net charge: +1
- E_HOMO (alpha / beta): -10.6 / -10.6 eV
- DFT total energy: -213151.849 eV
- Relative energy (zero: lowest compared OMol25 entry of this formula, charge and spin): 18.6 kJ/mol
- Spin multiplicity: 2